The following is a quantum chemistry calculation of a 4-piece molecular cluster, C4H16O4 overall, from the OMol25 dataset.

The geometry in XYZ format:
```
24
Properties=species:S:1:pos:R:3
C -2.58 1.54 -2.38
O -2.74 1.31 -1.00
H -1.67 1.07 -2.79
H -3.45 1.18 -2.94
H -2.48 2.61 -2.58
H -2.48 0.40 -0.81
C 5.06 0.06 0.98
O 5.69 0.95 1.89
H 5.36 -0.95 1.26
H 3.97 0.08 1.05
H 5.33 0.26 -0.06
H 5.19 1.77 1.89
C -3.09 -1.93 1.23
O -2.80 -1.60 -0.13
H -2.15 -2.00 1.78
H -3.69 -1.16 1.72
H -3.64 -2.87 1.31
H -2.43 -2.39 -0.56
C 0.68 0.46 -0.12
O -0.04 -0.11 0.94
H 1.09 -0.31 -0.79
H 0.11 1.19 -0.71
H 1.58 0.95 0.26
H -0.84 -0.50 0.57
```

Output
Relative energy (zero: lowest compared OMol25 entry of this formula, charge and spin) = 53.50 kcal/mol
Total charge = 0
2S+1 = 1
F_max = 1.0 eV/Å
HOMO-LUMO gap = 10.6536 eV
HOMO level = -10.172 eV
SMILES = CO.CO.CO.CO
Electronic energy = -462.87670 a.u.